No. 1
{
  "formula": "C15H18KN2O2Se2",
  "method": "ωB97M-V/def2-TZVPD",
  "species": ["K", "O", "C", "C", "C", "O", "C", "Se", "C", "Se", "H", "H", "H", "H", "H", "H", "H", "H", "H", "H", "C", "C", "C", "C", "N", "C", "C", "C", "C", "C", "C", "N", "H", "H", "H", "H", "H", "H", "H", "H"],
  "coordinates": [[-0.027, -0.090, -0.068], [3.764, -2.951, -3.389], [2.397, -2.560, -3.542], [1.573, -2.790, -2.273], [1.483, -4.289, -1.960], [0.591, -4.996, -2.811], [0.191, -2.192, -2.552], [-1.284, -2.663, -1.297], [2.291, -2.135, -1.086], [2.845, -0.231, -1.277], [4.238, -2.142, -3.159], [1.976, -3.122, -4.379], [2.351, -1.491, -3.766], [1.172, -4.409, -0.916], [2.470, -4.740, -2.084], [-0.296, -4.693, -2.550], [-0.143, -2.517, -3.537], [0.312, -1.106, -2.603], [3.211, -2.688, -0.900], [1.664, -2.256, -0.198], [-0.422, 0.742, 4.879], [-1.092, 1.929, 5.114], [-1.522, 2.683, 4.035], [-1.270, 2.224, 2.743], [-0.624, 1.079, 2.522], [-0.214, 0.364, 3.562], [-1.704, 2.985, 1.531], [-2.390, 4.196, 1.621], [-2.759, 4.849, 0.458], [-2.437, 4.283, -0.763], [-1.754, 3.076, -0.758], [-1.398, 2.442, 0.352], [-0.066, 0.119, 5.688], [-1.279, 2.269, 6.124], [-2.045, 3.611, 4.207], [0.307, -0.559, 3.330], [-2.636, 4.629, 2.578], [-3.292, 5.789, 0.508], [-2.703, 4.756, -1.697], [-1.480, 2.594, -1.690]],
  "forces_ev_per_angstrom": [[0.0, 0.0, 0.0], [0.0, 0.1, -0.3], [0.0, 0.0, 0.1], [0.1, 0.0, 0.0], [0.0, 0.0, 0.0], [-0.1, 0.0, 0.0], [-0.1, 0.0, 0.1], [0.0, 0.0, 0.0], [0.1, 0.1, 0.0], [0.0, 0.0, 0.0], [0.0, 0.0, 0.2], [0.0, -0.1, 0.1], [0.0, 0.0, -0.1], [0.0, 0.0, 0.0], [0.0, 0.0, 0.0], [0.0, 0.0, 0.0], [0.0, 0.0, 0.0], [0.0, 0.0, 0.0], [0.0, -0.1, 0.1], [0.0, 0.0, 0.0], [0.0, 0.0, 0.0], [0.0, 0.0, 0.0], [0.0, 0.0, 0.0], [0.0, 0.0, 0.1], [0.0, 0.0, 0.1], [0.0, 0.0, 0.0], [0.0, 0.1, -0.1], [0.0, 0.0, 0.0], [0.0, 0.0, 0.0], [0.0, 0.0, 0.0], [0.0, 0.0, 0.0], [0.0, 0.0, 0.0], [0.0, 0.0, 0.0], [0.0, 0.0, 0.0], [0.0, 0.0, 0.0], [0.0, 0.0, 0.0], [0.0, 0.0, 0.0], [0.0, 0.0, 0.0], [0.0, 0.0, 0.0], [0.0, 0.0, 0.0]],
  "spin_multiplicity": 1,
  "gap_ev": 4.7,
  "homo_ev": -3.205,
  "relative_energy_kcal_mol": 2.1,
  "total_charge": -1
}

---

No. 2
{
  "formula": "C28H25AsCrNO5S",
  "method": "ωB97M-V/def2-TZVPD",
  "species": ["Cr", "O", "C", "O", "C", "C", "C", "C", "C", "N", "C", "O", "O", "H", "H", "H", "H", "H", "S", "C", "C", "C", "C", "C", "C", "As", "C", "C", "C", "C", "C", "C", "C", "C", "C", "C", "C", "C", "H", "H", "H", "H", "H", "H", "H", "H", "H", "H", "H", "H", "H", "H", "C", "O", "C", "C", "H", "H", "H", "H", "H", "H"],
  "coordinates": [[0.346, 0.413, -0.350], [-1.640, -3.208, 0.632], [-0.837, -2.199, 0.344], [-1.088, -1.328, -0.466], [0.491, -2.201, 1.054], [1.129, -3.194, 1.766], [2.470, -2.950, 2.094], [3.133, -1.816, 1.641], [2.418, -0.879, 0.902], [1.121, -1.084, 0.737], [2.738, 0.333, -0.011], [4.091, 0.728, 0.082], [1.892, 1.345, 0.351], [-2.450, -3.111, 0.105], [0.633, -4.114, 2.034], [3.011, -3.689, 2.669], [4.189, -1.675, 1.828], [4.623, 0.083, -0.398], [-1.385, 1.542, 0.916], [-2.288, 2.611, -0.161], [-3.374, 3.324, 0.371], [-4.094, 4.215, -0.400], [-3.765, 4.440, -1.735], [-2.699, 3.747, -2.281], [-1.980, 2.841, -1.507], [-0.524, 1.825, -2.213], [0.433, 3.042, -3.349], [1.428, 3.817, -2.760], [2.117, 4.746, -3.524], [1.823, 4.894, -4.875], [0.842, 4.111, -5.462], [0.143, 3.181, -4.698], [-1.360, 0.581, -3.445], [-2.734, 0.384, -3.479], [-3.272, -0.593, -4.310], [-2.441, -1.370, -5.103], [-1.066, -1.174, -5.068], [-0.525, -0.205, -4.236], [-3.636, 3.173, 1.410], [-4.922, 4.753, 0.047], [-4.326, 5.145, -2.333], [-2.420, 3.913, -3.316], [1.679, 3.682, -1.714], [2.891, 5.348, -3.065], [2.364, 5.619, -5.470], [0.614, 4.219, -6.515], [-0.616, 2.565, -5.165], [-3.386, 0.989, -2.861], [-4.344, -0.741, -4.339], [-2.864, -2.127, -5.752], [-0.413, -1.777, -5.686], [0.550, -0.060, -4.202], [3.664, 1.161, -2.814], [2.341, 0.831, -2.426], [2.146, -0.122, -1.393], [2.417, -1.531, -1.915], [3.595, 1.620, -3.800], [4.307, 0.276, -2.895], [4.117, 1.864, -2.115], [3.227, -1.538, -2.650], [1.538, -1.941, -2.422], [2.701, -2.249, -1.141]],
  "forces_ev_per_angstrom": [[0.5, 0.6, -0.1], [-0.1, 0.0, -0.1], [0.4, -0.1, 0.4], [-0.1, -0.1, -0.1], [-0.4, 0.0, -0.2], [0.2, 0.1, 0.0], [-0.2, -0.1, 0.0], [0.1, 0.2, -0.1], [-0.1, -0.1, 0.1], [-0.1, 0.1, 0.0], [0.1, -0.2, -0.1], [0.0, 0.0, 0.1], [-0.1, -0.1, -0.1], [0.0, 0.0, 0.0], [0.0, 0.0, 0.0], [0.0, 0.0, 0.0], [0.0, 0.0, 0.0], [0.0, 0.0, -0.1], [-0.1, 0.0, -0.1], [-0.1, 0.1, 0.1], [0.0, 0.0, 0.0], [0.0, 0.0, 0.0], [0.0, 0.0, 0.0], [-0.1, 0.0, 0.0], [0.0, 0.0, 0.0], [0.0, -0.3, 0.0], [0.0, 0.0, 0.0], [0.0, 0.0, 0.0], [0.0, 0.0, 0.0], [0.0, 0.0, 0.0], [0.0, -0.1, 0.0], [0.0, 0.1, -0.1], [0.0, 0.1, 0.0], [0.0, 0.0, 0.0], [0.0, 0.0, 0.0], [0.0, 0.0, 0.0], [0.0, 0.0, 0.0], [0.0, -0.1, -0.1], [0.0, 0.0, 0.0], [0.0, 0.0, 0.0], [0.0, 0.0, 0.0], [0.0, 0.0, 0.0], [0.0, 0.0, 0.0], [0.0, 0.0, 0.0], [0.0, 0.0, 0.0], [0.0, 0.0, 0.0], [0.0, 0.0, 0.0], [0.0, 0.0, 0.0], [0.0, 0.0, 0.0], [0.0, 0.0, 0.0], [0.0, 0.0, 0.0], [0.0, 0.0, 0.0], [0.0, 0.0, 0.0], [-0.1, 0.0, 0.0], [-0.1, -0.1, 0.2], [0.1, -0.1, -0.1], [0.0, 0.0, 0.0], [0.0, 0.0, 0.0], [0.0, 0.0, 0.0], [0.0, 0.0, 0.0], [0.0, 0.1, 0.0], [-0.1, 0.0, 0.0]],
  "spin_multiplicity": 4,
  "gap_ev": [6.3, 6.3],
  "homo_ev": [-6.969, -7.117],
  "relative_energy_kcal_mol": 0.0,
  "total_charge": 0
}

---

No. 3
{
  "formula": "C3H10N3",
  "method": "ωB97M-V/def2-TZVPD",
  "species": ["C", "N", "H", "H", "H", "H", "C", "N", "C", "N", "H", "H", "H", "H", "H", "H"],
  "coordinates": [[-1.611, -0.864, 2.158], [-0.473, -0.406, 2.524], [-1.890, -1.858, 2.490], [-2.258, -0.295, 1.499], [0.111, 0.162, 1.894], [0.037, -0.989, 3.187], [0.681, 0.893, -0.062], [0.286, -0.506, -2.473], [1.134, 0.595, -2.312], [1.265, 1.332, -1.291], [0.692, 1.655, 0.729], [1.210, 0.015, 0.366], [-0.378, 0.587, -0.187], [-0.538, -0.428, -1.892], [-0.006, -0.654, -3.429], [1.737, 0.761, -3.200]],
  "forces_ev_per_angstrom": [[0.2, 0.2, -0.1], [0.3, -1.5, -0.6], [-0.5, 0.3, 0.6], [0.3, -0.1, -0.3], [-0.6, 0.8, 0.6], [0.3, 0.2, -0.1], [-0.9, -0.4, 0.4], [0.0, 0.7, 0.4], [-0.6, -0.6, -0.6], [1.0, -0.1, 0.4], [0.1, 0.3, -0.4], [0.1, 0.1, -0.5], [0.0, 0.1, 0.2], [0.0, -0.3, 0.0], [0.3, -0.1, -0.1], [0.0, 0.5, 0.0]],
  "spin_multiplicity": 1,
  "gap_ev": 6.3,
  "homo_ev": -12.496,
  "relative_energy_kcal_mol": 81.1,
  "total_charge": 1
}